1.
The molecule C3H3NO2 at a distorted geometry, computed with ωB97M-V with the def2-TZVPD basis set.

2S+1 = 1
SMILES = N#C[C@@H](O)C=O
HOMO-LUMO gap = 10.0 eV
energy above the lowest of the compared OMol25 structures with the same formula, charge and spin = 97.2 kcal/mol
total energy = -8740.91469 eV

Last column: natural (NBO) charge in e.
Atoms and positions in Å:
N (2.082, -0.724, -0.985)  -0.27
C (1.191, -0.073, -0.618)  0.12
C (0.044, 0.284, 0.150)  -0.06
O (-0.653, 1.465, 0.249)  -0.67
C (-0.968, -0.898, 0.217)  0.41
O (-0.633, -2.038, 0.052)  -0.46
H (1.188, 0.415, 0.787)  0.29
H (-0.213, 2.181, -0.215)  0.49
H (-2.039, -0.612, 0.363)  0.15

2.
A structure of composition C5H4GaO2 at a distorted geometry, computed with ωB97M-V with the def2-TZVPD basis set.

2S+1 = 2
HOMO-LUMO gap (alpha / beta) = 7.1 / 5.6 eV
energy above the lowest of the compared OMol25 structures with the same formula, charge and spin = 0.0 kcal/mol
total energy = -61713.05199 eV
<S²> = 0.77

Last column: natural (NBO) charge in e.
Atoms and positions in Å:
C (-0.566, -1.480, 0.273)  0.50
Ga (1.594, 0.721, -0.694)  0.67
O (0.724, -1.535, 0.636)  -0.51
C (1.560, -0.420, 1.035)  -0.65
H (1.080, 0.202, 1.817)  0.18
H (2.457, -0.889, 1.471)  0.21
O (-2.351, -0.506, -0.941)  -0.68
C (-1.140, -0.331, -0.230)  -0.10
C (-0.773, 1.031, -0.136)  -0.10
C (-0.411, 2.207, -0.187)  -0.27
H (-3.048, -0.308, -0.303)  0.47
H (-0.278, 3.252, 0.040)  0.27

3.
A cluster of 5 separate species, C6H22N8O6 in total at a distorted geometry, computed with ωB97M-V with the def2-TZVPD basis set.

2S+1 = 1
SMILES = NC(N)=O.NC(N)=O.NC(N)=O.NC(N)=O.OCCO
HOMO-LUMO gap = 9.9 eV
energy above the lowest of the compared OMol25 structures with the same formula, charge and spin = 84.1 kcal/mol
total energy = -30785.09055 eV

Last column: natural (NBO) charge in e.
Atoms and positions in Å:
N (-3.264, -4.060, -2.161)  -0.83
C (-2.287, -4.942, -2.195)  0.75
N (-1.799, -5.158, -1.018)  -0.84
O (-1.695, -5.387, -3.098)  -0.66
H (-3.387, -3.590, -1.275)  0.39
H (-3.700, -3.726, -3.008)  0.40
H (-2.185, -4.872, -0.130)  0.38
H (-0.859, -5.509, -1.134)  0.41
N (-7.104, 0.422, 1.715)  -0.84
C (-6.566, -0.352, 0.770)  0.75
N (-7.191, -0.311, -0.365)  -0.82
O (-5.461, -0.823, 0.963)  -0.68
H (-8.059, 0.719, 1.576)  0.38
H (-6.577, 0.387, 2.576)  0.42
H (-7.842, 0.447, -0.515)  0.38
H (-6.626, -0.588, -1.155)  0.41
N (6.905, 3.800, -1.154)  -0.83
C (5.632, 3.585, -1.187)  0.75
N (5.173, 3.852, 0.046)  -0.85
O (4.970, 3.118, -2.106)  -0.66
H (7.302, 3.466, -2.021)  0.41
H (7.412, 4.137, -0.348)  0.39
H (5.766, 4.434, 0.621)  0.38
H (4.210, 3.612, 0.232)  0.41
N (4.621, -2.333, 1.275)  -0.83
C (4.186, -1.743, 2.328)  0.74
N (4.886, -0.697, 2.682)  -0.84
O (3.238, -2.109, 2.954)  -0.68
H (4.002, -3.096, 1.045)  0.41
H (5.249, -1.921, 0.600)  0.39
H (5.493, -0.410, 1.927)  0.38
H (4.718, -0.289, 3.590)  0.42
O (0.439, 2.591, 0.784)  -0.72
C (-0.864, 2.710, 0.278)  -0.08
C (-1.136, 1.944, -1.034)  -0.09
O (-1.083, 0.574, -0.763)  -0.73
H (0.625, 1.670, 0.979)  0.48
H (-1.464, 2.129, 0.979)  0.15
H (-1.293, 3.711, 0.271)  0.18
H (-0.423, 2.210, -1.815)  0.19
H (-2.123, 2.112, -1.465)  0.16
H (-1.838, 0.287, -0.244)  0.47

4.
The molecule C18H23N3O2S, computed with ωB97M-V with the def2-TZVPD basis set.

2S+1 = 1
SMILES = COc1ccc(NC(=S)NC[C@H](c2ccco2)N2CCCC2)cc1
HOMO-LUMO gap = 8.5 eV
energy above the lowest of the compared OMol25 structures with the same formula, charge and spin = 67.5 kcal/mol
total energy = -38439.04643 eV

Last column: natural (NBO) charge in e.
Atoms and positions in Å:
C (2.864, -4.176, 4.633)  -0.25
O (2.600, -2.795, 4.588)  -0.49
C (2.576, -2.176, 3.376)  0.30
C (2.786, -2.803, 2.151)  -0.30
C (2.723, -2.072, 0.980)  -0.22
C (2.452, -0.707, 0.997)  0.18
N (2.403, -0.013, -0.217)  -0.62
C (1.520, 0.933, -0.634)  0.31
S (1.685, 1.519, -2.173)  -0.28
N (0.579, 1.372, 0.232)  -0.61
C (-0.598, 2.055, -0.235)  -0.25
C (-1.777, 1.067, -0.578)  -0.09
C (-1.235, -0.314, -0.810)  0.29
C (-0.876, -1.038, -1.906)  -0.30
C (-0.390, -2.280, -1.424)  -0.31
C (-0.484, -2.223, -0.072)  0.08
O (-0.994, -1.039, 0.313)  -0.43
N (-2.626, 1.505, -1.654)  -0.44
C (-3.497, 2.626, -1.316)  -0.21
C (-3.781, 3.310, -2.649)  -0.41
C (-2.444, 3.164, -3.367)  -0.41
C (-2.020, 1.751, -2.964)  -0.25
C (2.282, -0.073, 2.228)  -0.25
C (2.334, -0.802, 3.397)  -0.24
H (2.839, -4.446, 5.688)  0.20
H (3.852, -4.411, 4.224)  0.18
H (2.102, -4.750, 4.096)  0.18
H (2.997, -3.859, 2.095)  0.22
H (2.880, -2.568, 0.033)  0.22
H (2.980, -0.375, -0.965)  0.42
H (0.437, 0.798, 1.055)  0.41
H (-0.316, 2.612, -1.130)  0.25
H (-0.915, 2.758, 0.539)  0.20
H (-2.414, 0.991, 0.313)  0.22
H (-0.939, -0.740, -2.930)  0.24
H (-0.023, -3.095, -2.014)  0.23
H (-0.231, -2.919, 0.703)  0.21
H (-4.403, 2.250, -0.832)  0.20
H (-3.009, 3.336, -0.632)  0.16
H (-4.092, 4.346, -2.524)  0.21
H (-4.556, 2.768, -3.190)  0.20
H (-2.522, 3.281, -4.446)  0.21
H (-1.731, 3.899, -2.989)  0.20
H (-2.436, 1.022, -3.669)  0.18
H (-0.935, 1.634, -2.950)  0.23
H (2.150, 0.997, 2.275)  0.23
H (2.202, -0.320, 4.353)  0.23

5.
A cluster of 4 separate species, C3H13NO3 in total at a distorted geometry, computed with ωB97M-V with the def2-TZVPD basis set.

2S+1 = 1
SMILES = C=CCN.O.O.O
HOMO-LUMO gap = 10.4 eV
energy above the lowest of the compared OMol25 structures with the same formula, charge and spin = 67.9 kcal/mol
total energy = -10951.82843 eV

Last column: natural (NBO) charge in e.
Atoms and positions in Å:
C (-2.891, -0.381, -0.279)  -0.40
C (-1.984, 0.459, -0.718)  -0.21
C (-0.728, -0.051, -1.421)  -0.27
N (0.205, 1.065, -1.923)  -0.84
H (-3.843, -0.235, 0.094)  0.21
H (-2.709, -1.495, -0.224)  0.19
H (-1.788, 1.522, -0.457)  0.22
H (-0.037, -0.503, -0.713)  0.21
H (-1.018, -0.663, -2.254)  0.20
H (-0.292, 1.872, -2.387)  0.36
H (0.636, 1.487, -1.083)  0.34
O (2.504, -0.150, 2.953)  -0.98
H (1.740, -0.274, 2.233)  0.48
H (3.291, -0.053, 2.181)  0.48
O (2.797, -0.258, 0.258)  -0.95
H (2.250, 0.286, -0.290)  0.49
H (2.464, -1.205, 0.280)  0.48
O (0.085, -0.213, 1.319)  -0.95
H (0.153, -1.183, 1.140)  0.47
H (-0.835, -0.027, 1.291)  0.49

6.
A structure of composition C3H13BClCoN3O10 at a distorted geometry, computed with ωB97M-V with the def2-TZVPD basis set.

2S+1 = 4
HOMO-LUMO gap (alpha / beta) = 5.7 / 2.5 eV
energy above the lowest of the compared OMol25 structures with the same formula, charge and spin = 219.8 kcal/mol
total energy = -79065.12478 eV
<S²> = 3.77

Last column: natural (NBO) charge in e.
Atoms and positions in Å:
Co (-5.315, -0.368, 1.551)  0.89
Cl (-0.563, 1.667, 0.391)  2.49
O (-1.532, 0.964, 1.238)  -0.49
O (0.098, 2.789, 1.051)  -0.72
O (0.394, 0.673, 0.029)  -0.61
O (-1.322, 2.023, -0.708)  -0.67
B (-4.939, -3.000, 3.709)  -0.84
H (-5.666, -2.203, 3.756)  -0.05
H (-4.501, -3.129, 2.731)  -0.03
H (-4.109, -2.673, 4.315)  0.00
H (-5.366, -3.925, 4.065)  0.03
C (4.876, -3.215, -3.205)  -0.49
N (4.436, -4.503, -3.908)  0.54
O (3.517, -4.345, -4.667)  -0.37
O (5.127, -5.509, -3.836)  -0.37
H (5.738, -2.772, -3.704)  0.24
H (5.291, -3.524, -2.246)  0.23
H (4.053, -2.513, -3.068)  0.23
C (-2.027, -2.619, -3.538)  -0.47
N (-3.396, -2.807, -2.894)  0.50
O (-3.849, -2.040, -2.019)  -0.38
O (-4.088, -3.823, -3.330)  -0.37
H (-1.941, -1.535, -3.462)  0.23
H (-1.909, -3.001, -4.553)  0.25
H (-1.379, -3.135, -2.830)  0.24
C (2.060, 7.711, 3.915)  -0.48
N (3.267, 7.159, 3.213)  0.52
O (3.424, 7.428, 2.025)  -0.39
O (4.159, 6.600, 3.804)  -0.36
H (1.176, 7.476, 3.323)  0.24
H (2.242, 8.786, 3.903)  0.24
H (2.045, 7.363, 4.948)  0.23

Q: energy above the lowest of the compared OMol25 structures with the same formula, charge and spin of number 5 (C3H13NO3)?
A: 67.9 kcal/mol

Copy entry 3 word for word.
A cluster of 5 separate species, C6H22N8O6 in total at a distorted geometry, computed with ωB97M-V with the def2-TZVPD basis set.

2S+1 = 1
SMILES = NC(N)=O.NC(N)=O.NC(N)=O.NC(N)=O.OCCO
HOMO-LUMO gap = 9.9 eV
energy above the lowest of the compared OMol25 structures with the same formula, charge and spin = 84.1 kcal/mol
total energy = -30785.09055 eV

Last column: natural (NBO) charge in e.
Atoms and positions in Å:
N (-3.264, -4.060, -2.161)  -0.83
C (-2.287, -4.942, -2.195)  0.75
N (-1.799, -5.158, -1.018)  -0.84
O (-1.695, -5.387, -3.098)  -0.66
H (-3.387, -3.590, -1.275)  0.39
H (-3.700, -3.726, -3.008)  0.40
H (-2.185, -4.872, -0.130)  0.38
H (-0.859, -5.509, -1.134)  0.41
N (-7.104, 0.422, 1.715)  -0.84
C (-6.566, -0.352, 0.770)  0.75
N (-7.191, -0.311, -0.365)  -0.82
O (-5.461, -0.823, 0.963)  -0.68
H (-8.059, 0.719, 1.576)  0.38
H (-6.577, 0.387, 2.576)  0.42
H (-7.842, 0.447, -0.515)  0.38
H (-6.626, -0.588, -1.155)  0.41
N (6.905, 3.800, -1.154)  -0.83
C (5.632, 3.585, -1.187)  0.75
N (5.173, 3.852, 0.046)  -0.85
O (4.970, 3.118, -2.106)  -0.66
H (7.302, 3.466, -2.021)  0.41
H (7.412, 4.137, -0.348)  0.39
H (5.766, 4.434, 0.621)  0.38
H (4.210, 3.612, 0.232)  0.41
N (4.621, -2.333, 1.275)  -0.83
C (4.186, -1.743, 2.328)  0.74
N (4.886, -0.697, 2.682)  -0.84
O (3.238, -2.109, 2.954)  -0.68
H (4.002, -3.096, 1.045)  0.41
H (5.249, -1.921, 0.600)  0.39
H (5.493, -0.410, 1.927)  0.38
H (4.718, -0.289, 3.590)  0.42
O (0.439, 2.591, 0.784)  -0.72
C (-0.864, 2.710, 0.278)  -0.08
C (-1.136, 1.944, -1.034)  -0.09
O (-1.083, 0.574, -0.763)  -0.73
H (0.625, 1.670, 0.979)  0.48
H (-1.464, 2.129, 0.979)  0.15
H (-1.293, 3.711, 0.271)  0.18
H (-0.423, 2.210, -1.815)  0.19
H (-2.123, 2.112, -1.465)  0.16
H (-1.838, 0.287, -0.244)  0.47

What did the first record say?
The molecule C3H3NO2 at a distorted geometry, computed with ωB97M-V with the def2-TZVPD basis set.

2S+1 = 1
SMILES = N#C[C@@H](O)C=O
HOMO-LUMO gap = 10.0 eV
energy above the lowest of the compared OMol25 structures with the same formula, charge and spin = 97.2 kcal/mol
total energy = -8740.91469 eV

Last column: natural (NBO) charge in e.
Atoms and positions in Å:
N (2.082, -0.724, -0.985)  -0.27
C (1.191, -0.073, -0.618)  0.12
C (0.044, 0.284, 0.150)  -0.06
O (-0.653, 1.465, 0.249)  -0.67
C (-0.968, -0.898, 0.217)  0.41
O (-0.633, -2.038, 0.052)  -0.46
H (1.188, 0.415, 0.787)  0.29
H (-0.213, 2.181, -0.215)  0.49
H (-2.039, -0.612, 0.363)  0.15

What did the fifth record say?
A cluster of 4 separate species, C3H13NO3 in total at a distorted geometry, computed with ωB97M-V with the def2-TZVPD basis set.

2S+1 = 1
SMILES = C=CCN.O.O.O
HOMO-LUMO gap = 10.4 eV
energy above the lowest of the compared OMol25 structures with the same formula, charge and spin = 67.9 kcal/mol
total energy = -10951.82843 eV

Last column: natural (NBO) charge in e.
Atoms and positions in Å:
C (-2.891, -0.381, -0.279)  -0.40
C (-1.984, 0.459, -0.718)  -0.21
C (-0.728, -0.051, -1.421)  -0.27
N (0.205, 1.065, -1.923)  -0.84
H (-3.843, -0.235, 0.094)  0.21
H (-2.709, -1.495, -0.224)  0.19
H (-1.788, 1.522, -0.457)  0.22
H (-0.037, -0.503, -0.713)  0.21
H (-1.018, -0.663, -2.254)  0.20
H (-0.292, 1.872, -2.387)  0.36
H (0.636, 1.487, -1.083)  0.34
O (2.504, -0.150, 2.953)  -0.98
H (1.740, -0.274, 2.233)  0.48
H (3.291, -0.053, 2.181)  0.48
O (2.797, -0.258, 0.258)  -0.95
H (2.250, 0.286, -0.290)  0.49
H (2.464, -1.205, 0.280)  0.48
O (0.085, -0.213, 1.319)  -0.95
H (0.153, -1.183, 1.140)  0.47
H (-0.835, -0.027, 1.291)  0.49